Below is a molecular structure, C19H42BBrCaClFN2O5S in a non-equilibrium geometry, with properties calculated with the ωB97M-V functional and the def2-TZVPD basis.

Atoms and positions in Å:
C1 1.074 0.176 0.189
C2 0.040 -0.934 0.062
O1 0.600 -2.171 0.426
C3 1.341 -2.812 -0.602
C4 0.458 -3.774 -1.410
O2 0.530 -3.621 -2.804
C5 1.373 -4.508 -3.516
C6 2.638 -3.815 -3.990
O3 2.340 -2.858 -4.977
C7 2.034 -1.541 -4.497
B1 0.668 -1.103 -5.171
Cl1 0.768 -0.713 -6.880
C8 -0.678 -0.994 -4.379
C9 -1.260 0.439 -4.472
C10 -1.751 -2.061 -4.689
C11 -1.902 -2.485 -6.148
H1 1.780 0.157 -0.649
H2 0.612 1.167 0.198
H3 1.655 0.078 1.104
H4 -0.449 -0.925 -0.917
H5 -0.744 -0.736 0.795
H6 2.109 -3.395 -0.093
H7 1.864 -2.090 -1.235
H8 0.685 -4.798 -1.101
H9 -0.578 -3.587 -1.117
H10 1.592 -5.419 -2.950
H11 0.837 -4.805 -4.421
H12 3.298 -4.550 -4.457
H13 3.184 -3.377 -3.145
H14 2.854 -0.841 -4.687
H15 1.886 -1.563 -3.414
H16 -0.406 -1.152 -3.330
H17 -1.674 0.731 -3.507
H18 -2.060 0.493 -5.210
H19 -0.496 1.170 -4.736
H20 -2.721 -1.684 -4.350
H21 -1.557 -2.952 -4.090
H22 -1.941 -1.640 -6.832
H23 -2.802 -3.090 -6.258
H24 -1.063 -3.113 -6.451
C12 -2.063 2.054 1.343
C13 -2.371 2.050 -0.083
N1 -2.619 2.052 -1.205
H25 -1.849 3.061 1.694
H26 -2.907 1.689 1.923
H27 -1.200 1.426 1.561
F1 1.341 3.470 -2.780
Ca1 1.391 3.071 -0.845
C14 4.602 1.368 3.668
C15 3.724 1.408 4.914
C16 2.281 0.966 4.636
C17 1.590 1.882 3.735
N2 1.041 2.607 3.033
H28 4.252 2.069 2.908
H29 5.628 1.639 3.913
H30 4.618 0.368 3.230
H31 3.725 2.412 5.337
H32 4.134 0.744 5.675
H33 1.723 0.915 5.570
H34 2.274 -0.036 4.201
C18 -4.949 4.459 5.223
S1 -4.238 2.851 4.875
O4 -4.023 2.792 3.401
C19 -5.716 1.895 5.218
H35 -4.186 5.207 5.020
H36 -5.810 4.621 4.575
H37 -5.240 4.505 6.272
H38 -6.525 2.235 4.572
H39 -5.986 2.012 6.268
H40 -5.490 0.852 5.012
O5 1.861 2.274 7.406
H41 1.405 2.970 6.920
H42 1.477 2.317 8.288
Br1 3.963 4.496 -1.769

Its HOMO energy is -7.2 eV. The charge is 0. The maximum force comes out at 0.0492 hartree/bohr. Its spin multiplicity is 1. The energy comes out at -5469.582795 a.u. For the HOMO-LUMO gap, the calculation gives 6.8 eV.

Formally, the Mulliken partial charges of the atoms, in units of the elementary charge, are as follows: atom 1 (C): -0.553, atom 2 (C): -0.123, atom 3 (O): -0.445, atom 4 (C): -0.205, atom 5 (C): -0.720, atom 6 (O): -0.176, atom 7 (C): -0.572, atom 8 (C): -0.579, atom 9 (O): -0.445, atom 10 (C): 0.094, atom 11 (B): 0.214, atom 12 (Cl): -0.297, atom 13 (C): 1.904, atom 14 (C): -1.518, atom 15 (C): -0.572, atom 16 (C): -1.330, atom 17 (H): 0.746, atom 18 (H): -0.557, atom 19 (H): 0.222, atom 20 (H): 0.075, atom 21 (H): 0.312, atom 22 (H): 0.365, atom 23 (H): 0.078, atom 24 (H): 0.323, atom 25 (H): 0.391, atom 26 (H): 0.479, atom 27 (H): 0.299, atom 28 (H): 0.420, atom 29 (H): 0.283, atom 30 (H): 0.342, atom 31 (H): -0.269, atom 32 (H): -1.038, atom 33 (H): 0.322, atom 34 (H): 0.353, atom 35 (H): 0.416, atom 36 (H): 0.500, atom 37 (H): 0.221, atom 38 (H): 0.282, atom 39 (H): 0.428, atom 40 (H): 0.279, atom 41 (C): -0.334, atom 42 (C): 0.351, atom 43 (N): -0.410, atom 44 (H): 0.291, atom 45 (H): 0.232, atom 46 (H): -0.137, atom 47 (F): -0.700, atom 48 (Ca): 1.390, atom 49 (C): -1.238, atom 50 (C): -0.306, atom 51 (C): -0.469, atom 52 (C): 0.205, atom 53 (N): -0.467, atom 54 (H): 0.338, atom 55 (H): 0.366, atom 56 (H): 0.303, atom 57 (H): 0.290, atom 58 (H): 0.346, atom 59 (H): 0.377, atom 60 (H): 0.322, atom 61 (C): -0.952, atom 62 (S): 0.472, atom 63 (O): -0.580, atom 64 (C): -0.938, atom 65 (H): 0.312, atom 66 (H): 0.309, atom 67 (H): 0.375, atom 68 (H): 0.304, atom 69 (H): 0.371, atom 70 (H): 0.310, atom 71 (O): -0.614, atom 72 (H): 0.314, atom 73 (H): 0.289, atom 74 (Br): -0.670